98
Properties=species:S:1:pos:R:3 method="wB97M-V/def2-TZVPD" gap_ev=9.518 e_lumo_ev=-0.63 homo_energy_ev=-10.147 multiplicity=1
C 3.10247 -0.18676 -3.95436
Br 4.02869 -0.40508 -5.62601
Br 1.97696 -1.72096 -3.48219
Br 1.92781 1.42267 -4.09198
H 3.74609 -0.01108 -3.10253
C -2.64386 -4.34973 -1.39672
Br -1.37810 -2.83241 -1.28377
Br -2.52908 -5.35182 0.28770
Br -2.35113 -5.57896 -2.85700
H -3.63506 -3.91522 -1.46041
C 0.87828 -0.23565 0.22987
Br 2.55801 0.47422 -0.56807
Br -0.63245 0.75532 -0.57256
Br 0.89218 -0.17965 2.15703
H 0.77968 -1.29107 -0.00159
C 0.29637 -3.17938 4.32123
Br -1.41974 -3.03815 5.15648
Br 0.14580 -3.66205 2.41292
Br 1.48609 -4.47810 5.17923
H 0.80469 -2.22426 4.35619
C -3.42214 -0.24552 2.84460
C -3.22543 -1.45611 1.92177
O -3.20924 -0.96978 0.57610
P -4.47681 -0.98740 -0.37331
O -5.37529 -2.14776 -0.23253
O -5.13573 0.45860 -0.14953
C -6.29818 0.57357 0.65152
C -6.77597 2.01882 0.66810
O -3.86286 -0.84952 -1.82090
C -4.66975 -1.04646 -2.98207
C -3.77082 -1.52196 -4.11131
H -4.29404 0.37030 2.61846
H -3.50949 -0.63635 3.85736
H -2.56905 0.41855 2.71242
H -2.22294 -1.80557 2.14386
H -3.97088 -2.24068 2.04419
H -7.13315 -0.04213 0.31222
H -6.14092 0.28357 1.69393
H -7.06295 2.42159 -0.30767
H -7.56657 2.22869 1.38548
H -5.96755 2.72884 0.87754
H -5.48414 -1.74786 -2.79887
H -5.11879 -0.09041 -3.26259
H -3.01297 -2.22642 -3.75517
H -4.33199 -2.15462 -4.80219
H -3.19100 -0.76393 -4.63392
C 0.63508 9.23980 1.53578
C 1.63254 8.10293 1.38016
O 1.14452 6.89727 1.98190
P 0.48820 5.78771 0.98254
O -0.64286 6.29272 0.18177
O 1.75398 5.21493 0.21115
C 2.89353 4.64435 0.89845
C 3.68051 3.91061 -0.18968
O 0.08061 4.68760 2.05466
C -0.62823 3.49963 1.67618
C -2.09128 3.77023 1.96983
H 1.09855 10.22509 1.57571
H -0.04938 9.27493 0.68420
H -0.02116 9.08105 2.39122
H 1.88290 7.99456 0.32441
H 2.51196 8.35560 1.97334
H 3.45806 5.47189 1.32615
H 2.48944 3.99463 1.67470
H 4.48499 3.31507 0.23794
H 3.02001 3.42635 -0.90495
H 4.17563 4.66896 -0.80408
H -0.58868 3.21984 0.62450
H -0.39860 2.64539 2.31212
H -2.69231 2.93871 1.57830
H -2.33425 3.77060 3.03353
H -2.48928 4.66163 1.48727
C 3.78530 -2.56691 2.82538
C 4.20496 -2.05338 1.44602
O 3.28691 -2.49491 0.43068
P 3.23420 -3.99284 -0.08708
O 3.23121 -5.02699 0.94586
O 1.96890 -3.95173 -1.05921
C 1.46958 -5.25681 -1.49144
C 1.26024 -5.16423 -2.98638
O 4.48724 -4.18708 -1.10028
C 4.91364 -3.08146 -1.89656
C 5.33166 -3.56339 -3.27594
H 2.74244 -2.29677 2.97716
H 3.81543 -3.64825 2.94986
H 4.44474 -2.15535 3.59098
H 4.27283 -0.96704 1.44483
H 5.21348 -2.37198 1.16835
H 2.09589 -6.07634 -1.14941
H 0.47718 -5.32711 -1.04223
H 0.42940 -4.51699 -3.25608
H 2.15205 -4.86384 -3.54069
H 1.07911 -6.17290 -3.37034
H 4.16056 -2.29997 -2.04829
H 5.73495 -2.50981 -1.45756
H 4.58903 -4.06154 -3.90061
H 5.73792 -2.78732 -3.92889
H 6.15162 -4.27906 -3.16613

---

79
Properties=species:S:1:pos:R:3 method="wB97M-V/def2-TZVPD" gap_ev="6.561 / 7.873" e_lumo_ev="-9.41 / -8.51" total_charge=+3 homo_energy_ev="-15.968 / -16.381" multiplicity=4
Cr -0.48583 -0.99279 -0.75044
P -0.96918 1.34127 -0.02023
P -2.92597 -1.10382 -0.70442
P 4.32617 1.51061 -1.26522
H 1.46562 -1.71799 -3.81020
C 1.80586 -1.24941 -2.85298
C 1.22313 -1.77512 -1.53562
H 0.71019 -2.72513 -1.69394
C -0.90446 2.65080 -1.29260
C -2.36471 2.01728 0.98858
C 0.43436 1.80271 1.05537
C -3.48821 -2.72771 -1.30710
C -3.89036 -0.98958 0.85393
C -3.83634 0.06869 -1.79248
C 5.98726 1.16307 -1.82924
C 3.86076 0.50555 0.17557
C 4.00420 3.26439 -0.94980
H 2.94552 -1.36677 -2.90960
H 2.02543 -1.77573 -0.76458
H -1.21013 3.58806 -0.79484
H -1.57716 2.39919 -2.12675
H 0.11906 2.73666 -1.68654
H -1.98859 2.98199 1.37636
H -2.60935 1.38439 1.85423
H -3.26557 2.16160 0.37188
H 0.08944 2.59248 1.74018
H 1.29390 2.12693 0.44989
H 0.73857 0.94167 1.66545
H -4.04751 -3.25256 -0.51853
H -2.61118 -3.32622 -1.57601
H -4.11258 -2.62071 -2.20266
H -4.28147 0.02174 1.01648
H -3.27464 -1.27118 1.71725
H -4.75341 -1.67084 0.78887
H -4.81019 -0.37532 -2.04142
H -3.27835 0.24717 -2.72055
H -3.99530 1.02937 -1.28956
H 6.60458 2.05626 -1.72434
H 5.91575 0.85668 -2.88176
H 6.40705 0.34294 -1.23916
H 4.76775 0.36022 0.80158
H 3.48668 -0.48064 -0.14691
H 3.09520 1.00699 0.79982
H 4.85756 3.83989 -1.32782
H 3.88504 3.43312 0.12779
H 3.09966 3.55314 -1.50840
C -0.36202 0.05149 -3.42538
C -0.77503 1.08770 -4.28558
C -1.87414 0.86357 -5.12564
C -2.49701 -0.39940 -5.20014
C -2.00121 -1.46549 -4.43803
C -0.94153 -1.25962 -3.54845
S 1.31741 0.54120 -2.83614
H 3.50497 1.21451 -2.42379
H -0.12849 1.98911 -4.39267
H -2.23708 1.69835 -5.74033
H -3.36739 -0.57363 -5.85062
H -2.41971 -2.47274 -4.51809
H -0.43614 -2.20707 -3.25874
C 1.12031 0.94953 4.56797
C -0.29576 0.44704 4.63158
N -0.74116 -0.28899 3.42972
C -0.04570 -1.26152 2.82472
S -0.55332 -2.00508 1.31446
N 1.00305 -1.82764 3.50926
C 0.80705 -2.41815 4.87289
C -0.56467 -2.94695 5.18861
H 1.82653 0.13456 4.33708
H 1.43103 1.34831 5.54881
H 1.21705 1.75165 3.81621
H -0.45165 -0.19062 5.48360
H -0.98074 1.27616 4.76242
H -1.57685 0.03028 2.95003
H 1.59082 -2.40210 2.90233
H 1.54076 -3.22183 4.92904
H 1.13856 -1.69266 5.61879
H -0.88523 -3.65471 4.42372
H -0.52212 -3.50123 6.13206
H -1.30894 -2.15742 5.28073

---

82
Properties=species:S:1:pos:R:3 method="wB97M-V/def2-TZVPD" gap_ev=7.071 e_lumo_ev=2.29 total_charge=-1 homo_energy_ev=-4.782 multiplicity=1
C -2.50377 2.35788 -1.51240
O -2.15454 2.93450 -0.26548
C -2.83973 2.36498 0.81845
C -2.24328 1.02759 1.26763
C -2.84778 -0.21377 0.58995
C -3.00469 -1.43118 1.51454
C -1.80698 -2.37857 1.49136
C -0.57223 -1.80375 2.18266
C 0.59438 -2.78831 2.24731
C 1.24161 -3.03495 0.88151
C 1.87440 -1.76718 0.27476
C 1.07091 -1.08851 -0.86022
N 1.74414 -1.19519 -2.15732
C 1.01539 -1.88938 -3.15894
O 1.68254 -3.10494 -3.60428
O 0.86831 -4.23758 -3.26963
C 2.38676 0.02774 -2.69269
N 3.27955 -0.39602 -3.77225
C 3.26705 0.66174 -1.60933
C 3.77461 2.03726 -1.96680
O 3.82594 2.96080 -1.18419
C 1.33343 1.10067 -3.20263
O 1.53389 1.53185 -4.35453
O 0.43546 1.41472 -2.39623
H -2.08347 2.98537 -2.29181
H -3.59722 2.30477 -1.60441
H -2.08081 1.35730 -1.62624
H -2.75951 3.08299 1.63926
H -3.90739 2.23013 0.58582
H -2.37552 0.94217 2.35185
H -1.17038 1.09592 1.07495
H -2.20015 -0.51141 -0.24007
H -3.82177 0.04463 0.16865
H -3.15894 -1.09138 2.54408
H -3.89961 -1.98658 1.22210
H -2.07348 -3.29994 2.02372
H -1.58008 -2.65454 0.45752
H -0.24048 -0.88986 1.68377
H -0.87194 -1.55617 3.20718
H 0.21875 -3.73887 2.64290
H 1.37784 -2.39458 2.89902
H 2.02717 -3.78583 1.00226
H 0.51846 -3.45794 0.17811
H 2.07565 -1.05030 1.07701
H 2.84175 -2.04087 -0.14633
H 0.88675 -0.04331 -0.62003
H 0.09034 -1.56566 -0.93101
H 0.87657 -1.28573 -4.06055
H 0.04260 -2.21169 -2.78886
H 0.24831 -4.26444 -4.01031
H 2.75651 -0.36898 -4.64001
H 4.01300 0.28862 -3.89370
H 2.76141 0.76528 -0.65277
H 4.13675 0.00945 -1.45586
H 4.14324 2.17662 -3.00337
C -0.04577 3.72241 -6.51167
C -0.45003 4.80637 -5.53435
O -1.02050 4.26728 -4.35249
H -0.90785 3.10516 -6.77071
H 0.37843 4.13822 -7.42976
H 0.69551 3.06331 -6.05346
H -1.21231 5.45961 -5.96412
H 0.41785 5.42823 -5.28134
H -0.36613 3.69384 -3.92427
C -4.56041 1.54877 5.58459
C -4.97292 1.90747 4.16969
O -5.43096 0.77135 3.44023
H -3.77540 0.79206 5.56706
H -4.19049 2.42524 6.11874
H -5.40660 1.14000 6.14310
H -4.12273 2.29500 3.61036
H -5.75511 2.67446 4.17917
H -6.19570 0.41002 3.89810
C 5.32173 -2.81224 5.15863
C 4.10675 -2.25143 4.44201
O 4.09062 -2.58118 3.06115
H 6.23726 -2.44924 4.69074
H 5.32567 -2.52061 6.21030
H 5.32956 -3.90395 5.10859
H 4.10784 -1.16268 4.48298
H 3.18702 -2.60347 4.92427
H 4.06495 -3.53959 2.97836

---

Copy entry 2 word for word.
79
Properties=species:S:1:pos:R:3 method="wB97M-V/def2-TZVPD" gap_ev="6.561 / 7.873" e_lumo_ev="-9.41 / -8.51" total_charge=+3 homo_energy_ev="-15.968 / -16.381" multiplicity=4
Cr -0.48583 -0.99279 -0.75044
P -0.96918 1.34127 -0.02023
P -2.92597 -1.10382 -0.70442
P 4.32617 1.51061 -1.26522
H 1.46562 -1.71799 -3.81020
C 1.80586 -1.24941 -2.85298
C 1.22313 -1.77512 -1.53562
H 0.71019 -2.72513 -1.69394
C -0.90446 2.65080 -1.29260
C -2.36471 2.01728 0.98858
C 0.43436 1.80271 1.05537
C -3.48821 -2.72771 -1.30710
C -3.89036 -0.98958 0.85393
C -3.83634 0.06869 -1.79248
C 5.98726 1.16307 -1.82924
C 3.86076 0.50555 0.17557
C 4.00420 3.26439 -0.94980
H 2.94552 -1.36677 -2.90960
H 2.02543 -1.77573 -0.76458
H -1.21013 3.58806 -0.79484
H -1.57716 2.39919 -2.12675
H 0.11906 2.73666 -1.68654
H -1.98859 2.98199 1.37636
H -2.60935 1.38439 1.85423
H -3.26557 2.16160 0.37188
H 0.08944 2.59248 1.74018
H 1.29390 2.12693 0.44989
H 0.73857 0.94167 1.66545
H -4.04751 -3.25256 -0.51853
H -2.61118 -3.32622 -1.57601
H -4.11258 -2.62071 -2.20266
H -4.28147 0.02174 1.01648
H -3.27464 -1.27118 1.71725
H -4.75341 -1.67084 0.78887
H -4.81019 -0.37532 -2.04142
H -3.27835 0.24717 -2.72055
H -3.99530 1.02937 -1.28956
H 6.60458 2.05626 -1.72434
H 5.91575 0.85668 -2.88176
H 6.40705 0.34294 -1.23916
H 4.76775 0.36022 0.80158
H 3.48668 -0.48064 -0.14691
H 3.09520 1.00699 0.79982
H 4.85756 3.83989 -1.32782
H 3.88504 3.43312 0.12779
H 3.09966 3.55314 -1.50840
C -0.36202 0.05149 -3.42538
C -0.77503 1.08770 -4.28558
C -1.87414 0.86357 -5.12564
C -2.49701 -0.39940 -5.20014
C -2.00121 -1.46549 -4.43803
C -0.94153 -1.25962 -3.54845
S 1.31741 0.54120 -2.83614
H 3.50497 1.21451 -2.42379
H -0.12849 1.98911 -4.39267
H -2.23708 1.69835 -5.74033
H -3.36739 -0.57363 -5.85062
H -2.41971 -2.47274 -4.51809
H -0.43614 -2.20707 -3.25874
C 1.12031 0.94953 4.56797
C -0.29576 0.44704 4.63158
N -0.74116 -0.28899 3.42972
C -0.04570 -1.26152 2.82472
S -0.55332 -2.00508 1.31446
N 1.00305 -1.82764 3.50926
C 0.80705 -2.41815 4.87289
C -0.56467 -2.94695 5.18861
H 1.82653 0.13456 4.33708
H 1.43103 1.34831 5.54881
H 1.21705 1.75165 3.81621
H -0.45165 -0.19062 5.48360
H -0.98074 1.27616 4.76242
H -1.57685 0.03028 2.95003
H 1.59082 -2.40210 2.90233
H 1.54076 -3.22183 4.92904
H 1.13856 -1.69266 5.61879
H -0.88523 -3.65471 4.42372
H -0.52212 -3.50123 6.13206
H -1.30894 -2.15742 5.28073